{
  "formula": "C7H12",
  "method": "ωB97M-V/def2-TZVPD",
  "largest_force_ev_per_a": 3.5,
  "gap_ev": 8.736,
  "e_lumo_ev": 0.1,
  "relative_energy_ev": 6.6419,
  "spin_multiplicity": 1,
  "species": ["C", "C", "C", "C", "C", "C", "C", "H", "H", "H", "H", "H", "H", "H", "H", "H", "H", "H", "H"],
  "xyz": [[-1.96164, 0.67097, 0.70815], [-1.85525, -0.05530, -0.63242], [-0.33133, -0.26027, -0.61803], [0.52174, -0.95382, -1.69648], [1.82204, -0.79420, -1.00703], [2.26354, -0.32992, 0.02942], [2.32380, 0.31278, 1.30989], [-2.42742, 0.10939, 1.50757], [-0.54742, 0.88021, 1.49391], [-2.19495, 1.72652, 0.64836], [-2.38098, -1.02444, -0.68185], [-2.16709, 0.53373, -1.51211], [-0.13342, -0.78943, 0.31821], [0.08649, 0.74299, -0.49279], [0.23021, -1.99858, -1.84132], [0.46861, -0.43366, -2.65776], [0.80335, 0.75219, 1.66908], [2.87301, 1.25926, 1.31972], [2.60674, -0.34845, 2.13549]],
  "forces_ev_per_a": [[1.873, 0.409, 1.274], [0.713, 0.039, 0.269], [0.085, -0.173, -0.307], [-0.086, -0.042, -0.106], [0.185, 0.317, 0.683], [-0.288, -0.170, -0.428], [-2.191, 0.734, 0.706], [-0.356, 0.245, -0.005], [-2.858, -0.557, -1.840], [-0.387, -0.065, 0.162], [0.108, 0.430, 0.313], [0.051, 0.012, 0.547], [0.053, 0.052, -0.274], [0.003, -0.264, -0.103], [0.134, 0.103, -0.047], [0.101, -0.128, 0.072], [3.216, -1.001, -0.882], [-0.215, -0.235, 0.115], [-0.142, 0.294, -0.151]]
}

***

{
  "formula": "C40H37O8P",
  "method": "ωB97M-V/def2-TZVPD",
  "largest_force_ev_per_a": 4.6,
  "gap_ev": 6.239,
  "smiles": "CCCOc1c(Cc2ccccc2)ccc2c1C(=O)c1c(P(C)C)ccc(COC)c1C2=O.O=C1C=CC(=O)C=C1.O=C1C=CC(=O)C=C1",
  "e_lumo_ev": -1.6,
  "relative_energy_ev": 0.0000,
  "spin_multiplicity": 1,
  "species": ["C", "C", "C", "O", "C", "C", "C", "C", "C", "C", "C", "C", "C", "C", "C", "C", "C", "C", "O", "C", "C", "P", "C", "C", "C", "C", "C", "C", "O", "C", "C", "C", "O", "H", "H", "H", "H", "H", "H", "H", "H", "H", "H", "H", "H", "H", "H", "H", "H", "H", "H", "H", "H", "H", "H", "H", "H", "H", "H", "H", "H", "H", "O", "C", "C", "C", "C", "O", "C", "C", "H", "H", "H", "H", "O", "C", "C", "C", "C", "O", "C", "C", "H", "H", "H", "H"],
  "xyz": [[3.78910, -3.79079, 2.13600], [2.99468, -4.37124, 0.86663], [1.39605, -4.29932, 0.99330], [0.89342, -3.08612, 1.62392], [-0.00511, -2.42637, 0.73565], [-1.44444, -2.90942, 0.38969], [-2.00665, -4.24842, 1.11046], [-2.63621, -3.72577, 2.51342], [-3.51063, -2.42003, 2.56486], [-4.12357, -1.86974, 3.90117], [-3.91175, -2.59241, 5.25366], [-3.02061, -3.88383, 5.21586], [-2.40499, -4.43422, 3.87780], [-2.30545, -2.09479, -0.63693], [-1.82021, -0.78219, -1.31404], [-0.41002, -0.27185, -0.93518], [0.47943, -1.10920, 0.06149], [1.94124, -0.49550, 0.38216], [2.97916, -1.19484, 0.39521], [1.92810, 1.10418, 0.62283], [2.72749, 1.76264, 1.80267], [3.69915, 0.59861, 2.93331], [2.34210, -0.51838, 3.71624], [4.41744, 1.52568, 4.43768], [2.62238, 3.30630, 1.95231], [1.73946, 4.13554, 0.96682], [0.92289, 3.48323, -0.21132], [-0.02814, 4.32756, -1.20110], [-0.72773, 5.40920, -0.55358], [-2.10967, 5.09217, -0.27832], [1.03340, 1.93996, -0.37301], [0.23544, 1.09907, -1.49970], [0.10712, 1.47234, -2.69043], [3.48790, -2.71222, 2.35249], [4.90642, -3.76084, 1.84307], [3.67658, -4.41046, 3.09209], [3.33088, -5.46697, 0.72989], [3.38775, -3.81356, -0.06512], [0.95970, -4.32843, -0.07294], [1.03779, -5.26611, 1.52173], [-1.17646, -5.00545, 1.29900], [-2.87176, -4.70121, 0.49391], [-3.74101, -1.81882, 1.62863], [-4.74923, -0.90472, 3.89238], [-4.35473, -2.24352, 6.25760], [-2.87262, -4.40853, 6.22616], [-1.78605, -5.39608, 3.96643], [-3.35829, -2.49020, -0.87056], [-2.43505, -0.17147, -2.06198], [2.76930, -1.55325, 3.99989], [1.42530, -0.63802, 3.04824], [1.96818, -0.00881, 4.68811], [3.81893, 2.48374, 4.60537], [4.30124, 0.81666, 5.34599], [5.54817, 1.69797, 4.33107], [3.17558, 3.84238, 2.80834], [1.64029, 5.27588, 1.09749], [0.58577, 4.77185, -2.06913], [-0.74147, 3.56914, -1.68312], [-2.60329, 4.38255, -1.02202], [-2.73813, 6.06424, -0.30669], [-2.25183, 4.64376, 0.76658], [2.99184, -5.66812, -1.83193], [2.24180, -5.49321, -2.77442], [1.64822, -4.16636, -3.04542], [0.82424, -3.97474, -4.07650], [0.47076, -5.07988, -4.99299], [-0.27942, -4.90419, -5.93461], [1.06450, -6.40676, -4.72182], [1.88839, -6.59835, -3.69072], [1.91800, -3.36729, -2.36482], [0.38002, -3.01023, -4.28921], [0.79476, -7.20523, -5.40197], [2.33257, -7.56272, -3.47774], [-2.95223, 5.87653, -3.09287], [-2.83594, 7.01387, -3.50973], [-2.09212, 8.03789, -2.74597], [-1.96654, 9.28496, -3.20195], [-2.56395, 9.69577, -4.49048], [-2.44729, 10.83300, -4.90670], [-3.30775, 8.67130, -5.25417], [-3.43333, 7.42435, -4.79827], [-1.65992, 7.72003, -1.80464], [-1.42602, 10.04782, -2.65568], [-3.73959, 8.98865, -6.19527], [-3.97374, 6.66136, -5.34455]],
  "forces_ev_per_a": [[0.352, 0.255, -0.416], [0.705, 0.292, 0.444], [0.846, -1.608, -1.387], [-1.677, 0.313, -2.025], [-1.429, 2.496, -2.261], [1.244, 1.787, -1.422], [-0.792, 1.906, 0.596], [-1.480, 1.428, 3.381], [0.327, -1.515, 3.230], [1.681, -2.744, 0.209], [2.099, -1.898, -3.596], [-1.078, 2.014, -2.667], [-1.874, 2.587, 0.415], [2.729, 0.927, 0.803], [2.687, -1.641, 2.465], [-0.659, -2.589, 1.403], [-1.989, -0.244, -0.464], [0.944, -0.699, -0.201], [-3.595, 2.423, 0.023], [-0.452, 2.275, 0.128], [-2.655, 2.150, -2.095], [0.170, -0.703, -0.198], [-0.632, 0.426, 1.101], [-0.447, 0.014, 0.542], [-2.048, -1.288, -2.753], [0.043, -2.953, -0.491], [1.891, -1.944, 2.099], [0.772, -0.868, -0.238], [-0.608, -1.328, -0.583], [-1.417, 0.285, 0.765], [1.488, 0.902, 2.283], [-0.227, 0.335, -0.947], [0.238, -1.169, 4.122], [0.345, -1.544, -0.358], [-1.730, -0.120, 0.600], [0.044, 0.755, -1.399], [-0.873, 1.651, 0.139], [-0.930, -0.800, 1.582], [0.680, -0.162, 1.557], [0.386, 1.800, -0.415], [-1.226, 1.100, -0.297], [1.566, 0.665, 0.863], [0.498, -1.001, 1.368], [1.127, -1.733, -0.174], [0.789, -0.503, -1.969], [-0.030, 0.669, -1.940], [-0.997, 1.676, -0.348], [1.846, 0.669, 0.379], [0.900, -1.216, 1.312], [-0.630, 1.770, -0.625], [1.375, 0.055, 0.753], [0.529, -0.857, -1.498], [1.079, -1.166, 0.144], [-0.019, 1.202, -1.468], [-1.870, -0.020, -0.122], [-1.027, -0.960, -1.612], [0.205, -2.097, -0.169], [-0.739, -0.632, 1.478], [0.897, 1.225, 0.716], [0.991, 0.950, 0.752], [1.242, -1.491, 0.020], [0.441, 0.538, -1.302], [-0.219, -0.053, -0.393], [0.270, -0.037, 0.314], [-0.176, 0.212, -0.134], [0.132, 0.146, 0.266], [-0.297, 0.105, -0.371], [0.200, -0.069, 0.259], [0.197, -0.230, 0.183], [-0.171, -0.148, -0.266], [0.020, -0.006, 0.025], [-0.014, -0.017, -0.018], [-0.019, 0.044, -0.015], [0.019, 0.028, 0.031], [-0.008, 0.279, -0.219], [-0.017, -0.382, 0.133], [0.132, 0.305, 0.108], [0.055, -0.232, 0.226], [0.071, 0.468, -0.150], [-0.043, -0.310, 0.106], [-0.131, -0.326, -0.052], [-0.082, 0.216, -0.251], [0.026, -0.076, -0.031], [-0.015, 0.019, -0.039], [0.027, 0.037, 0.022], [0.017, -0.021, 0.036]]
}

***

{
  "formula": "C3FO3Sm",
  "method": "ωB97M-V/def2-TZVPD",
  "largest_force_ev_per_a": 2.2,
  "gap_ev": [5.525, 7.180],
  "e_lumo_ev": [-0.2, -0.5],
  "relative_energy_ev": 0.0963,
  "spin_multiplicity": 8,
  "species": ["C", "C", "O", "F", "O", "C", "O", "Sm"],
  "xyz": [[-2.41592, 0.77546, 0.03163], [-1.23759, 0.87713, -0.20672], [0.01315, 0.92702, -0.44393], [-3.67632, 0.62195, 0.31601], [1.01874, -2.56405, 0.18731], [1.63324, -1.62829, -0.10282], [2.50857, -0.85040, -0.22218], [2.15613, 1.84118, 0.44070]],
  "forces_ev_per_a": [[1.288, 0.128, -0.231], [-1.269, -0.275, 0.368], [1.795, 0.493, 0.428], [-0.389, 0.026, 0.031], [-0.535, 0.954, -0.751], [1.354, -1.196, 1.205], [-0.940, 0.471, -0.444], [-1.305, -0.600, -0.605]]
}

***

{
  "formula": "C59H36Cl2N7ORe",
  "method": "ωB97M-V/def2-TZVPD",
  "largest_force_ev_per_a": 2.4,
  "gap_ev": [5.597, 5.668],
  "e_lumo_ev": [-4.0, -4.2],
  "charge": 1,
  "spin_multiplicity": 4,
  "species": ["Re", "C", "C", "C", "C", "C", "C", "C", "C", "C", "C", "C", "C", "C", "C", "C", "C", "C", "C", "C", "N", "C", "C", "C", "C", "C", "C", "C", "C", "C", "C", "C", "C", "N", "C", "C", "C", "C", "C", "N", "C", "C", "C", "C", "C", "C", "C", "C", "N", "H", "H", "H", "H", "H", "H", "H", "H", "H", "H", "H", "H", "H", "H", "H", "H", "H", "H", "H", "H", "H", "H", "H", "H", "H", "H", "H", "H", "Cl", "C", "C", "C", "Cl", "C", "C", "C", "C", "N", "C", "C", "O", "H", "H", "H", "H", "N", "C", "C", "C", "C", "C", "N", "C", "H", "H", "H", "H"],
  "xyz": [[-0.02551, 0.00620, -0.31447], [0.87709, -5.74070, -5.48037], [1.86299, -4.77040, -5.44367], [1.79479, -3.74330, -4.51937], [0.74169, -3.69120, -3.61477], [-0.24501, -4.67300, -3.64957], [-0.17821, -5.68920, -4.58537], [0.59439, -2.57500, -2.64827], [0.90519, -2.82460, -1.30677], [1.67639, -3.95220, -0.89007], [1.99439, -3.75680, 0.41743], [1.36459, -2.53970, 0.82683], [1.40489, -2.02550, 2.12893], [2.32559, -2.63510, 3.11793], [3.49199, -1.96140, 3.46373], [4.35929, -2.49200, 4.40203], [4.06919, -3.69970, 5.01263], [2.91219, -4.37850, 4.66873], [2.04629, -3.85390, 3.72493], [0.50339, -1.05520, 2.57203], [-0.35281, -0.36640, 1.76323], [-1.39421, 0.03700, 2.54793], [-2.61111, 0.52800, 2.07403], [-3.74111, 0.64260, 3.02433], [-4.71171, -0.35640, 3.00363], [-5.76671, -0.31460, 3.89553], [-5.87251, 0.73210, 4.79553], [-4.92621, 1.74200, 4.79603], [-3.85801, 1.69850, 3.91783], [-2.86951, 0.85040, 0.73933], [-4.00141, 1.62270, 0.32493], [-3.81561, 1.92320, -0.98427], [-2.60091, 1.28850, -1.39507], [-2.05711, 0.62060, -0.33087], [-2.14281, 1.28660, -2.71847], [-1.11381, 0.46530, -3.17597], [-0.97581, 0.02630, -4.53577], [-0.26821, -1.13070, -4.50077], [0.08049, -1.37320, -3.13037], [-0.35141, -0.32630, -2.36287], [-2.97051, 1.97400, -3.73897], [-2.64961, 3.24090, -4.20637], [-3.42851, 3.83490, -5.18527], [-4.52621, 3.17080, -5.70497], [-4.85181, 1.90880, -5.23567], [-4.08181, 1.31350, -4.25457], [-1.11621, -0.28660, 3.91773], [0.07949, -0.92920, 3.93733], [0.68509, -1.99500, -0.23897], [0.93009, -6.52990, -6.21237], [2.68329, -4.80990, -6.14237], [2.55859, -2.98050, -4.48537], [-1.06671, -4.62170, -2.95047], [-0.95161, -6.44020, -4.62157], [1.97329, -4.75700, -1.53497], [2.58929, -4.38920, 1.04593], [3.72839, -1.02150, 2.98863], [5.26159, -1.95640, 4.65583], [4.74099, -4.11040, 5.75143], [2.67929, -5.32130, 5.13843], [1.14189, -4.38270, 3.46523], [-4.62951, -1.16090, 2.28773], [-6.50841, -1.09720, 3.88563], [-6.69591, 0.76570, 5.49013], [-5.02181, 2.56860, 5.48083], [-3.12691, 2.49330, 3.89593], [-4.80551, 1.91930, 0.96753], [-4.44761, 2.51150, -1.61777], [-1.41181, 0.50850, -5.38757], [-0.01911, -1.78520, -5.31207], [-1.79941, 3.76150, -3.79297], [-3.17521, 4.82100, -5.54237], [-5.12531, 3.63300, -6.47457], [-5.70791, 1.38590, -5.63257], [-4.33281, 0.33140, -3.88187], [-1.76661, -0.07300, 4.74423], [0.58939, -1.33990, 4.78563], [0.06119, 5.07430, -0.30477], [1.42259, 4.03780, -0.48377], [2.70219, 4.58190, -0.55507], [3.80819, 3.77310, -0.70827], [5.37919, 4.47670, -0.77917], [3.67309, 2.36750, -0.78887], [4.74239, 1.47660, -0.98777], [4.49359, 0.12910, -1.02277], [3.19179, -0.33550, -0.82247], [2.16129, 0.47020, -0.65287], [2.37049, 1.81110, -0.66867], [1.20839, 2.64450, -0.53187], [0.04829, 2.11050, -0.42497], [2.82909, 5.65160, -0.49947], [5.74459, 1.85510, -1.10337], [5.28489, -0.58240, -1.19197], [3.01349, -1.39960, -0.80097], [-0.26391, 5.72240, 3.97003], [0.44479, 4.88240, 3.64893], [1.29689, 3.82890, 3.24053], [2.65949, 3.82770, 3.54583], [3.42619, 2.75320, 3.13293], [2.80069, 1.72900, 2.43943], [1.51399, 1.73390, 2.12673], [0.77529, 2.75470, 2.51353], [3.09929, 4.64500, 4.09643], [4.47999, 2.69620, 3.35333], [3.35429, 0.85870, 2.11123], [-0.27051, 2.72520, 2.23313]],
  "forces_ev_per_a": [[-0.021, 0.835, -0.133], [0.001, 0.003, -0.038], [0.069, 0.001, -0.080], [-0.046, 0.022, 0.177], [0.032, -0.076, -0.171], [0.134, 0.104, 0.005], [-0.032, -0.092, 0.001], [0.016, 0.417, 0.279], [-0.027, -0.126, -0.521], [-0.017, 0.166, 0.245], [-0.087, 0.144, -0.261], [0.171, 0.081, 0.417], [-0.305, 0.288, -0.336], [0.109, -0.094, 0.146], [-0.057, -0.030, -0.040], [0.090, 0.041, 0.040], [0.020, -0.016, 0.011], [-0.004, -0.098, 0.039], [-0.026, 0.074, -0.035], [0.236, -0.245, -0.017], [0.005, -0.063, -0.765], [-0.401, 0.033, -0.082], [0.276, 0.110, -0.360], [-0.170, 0.035, 0.129], [0.123, 0.122, 0.029], [-0.077, -0.040, 0.002], [-0.012, 0.009, 0.015], [-0.026, 0.076, 0.099], [0.064, -0.061, -0.153], [-0.015, -0.083, 0.610], [0.127, -0.027, -0.328], [0.006, -0.110, 0.361], [0.030, 0.024, -0.577], [0.965, -0.645, -0.004], [0.193, -0.155, 0.351], [-0.291, 0.310, 0.023], [0.249, -0.165, 0.161], [-0.067, 0.294, 0.171], [0.152, -0.527, -0.061], [0.128, 0.165, 0.758], [-0.128, 0.097, -0.172], [0.024, -0.102, 0.108], [-0.004, 0.102, -0.060], [0.017, 0.020, -0.029], [-0.108, -0.028, -0.036], [0.090, 0.065, 0.036], [0.285, -0.062, -0.135], [-0.155, 0.278, -0.119], [-0.424, 0.610, -0.073], [-0.007, -0.125, -0.083], [0.113, -0.004, -0.083], [0.097, 0.093, -0.041], [-0.097, -0.013, 0.064], [-0.088, -0.086, 0.019], [0.015, -0.141, -0.068], [0.110, -0.073, 0.158], [-0.013, 0.089, -0.030], [0.085, 0.033, 0.039], [0.043, -0.032, 0.045], [-0.024, -0.104, 0.059], [-0.133, -0.071, -0.034], [0.021, -0.113, -0.047], [-0.100, -0.095, -0.002], [-0.116, 0.009, 0.088], [-0.005, 0.121, 0.106], [0.102, 0.091, 0.085], [-0.158, 0.069, 0.130], [-0.108, 0.115, -0.161], [-0.168, 0.070, -0.135], [-0.012, -0.109, -0.168], [0.136, 0.067, 0.032], [0.025, 0.104, -0.040], [-0.055, 0.051, -0.053], [-0.099, -0.046, -0.055], [-0.034, -0.129, 0.023], [-0.116, -0.001, 0.100], [0.120, -0.139, 0.146], [-0.043, -0.008, 0.060], [-0.406, -1.263, -0.093], [0.756, -0.301, -0.131], [-0.553, 0.176, 0.099], [0.176, 0.131, -0.028], [-0.364, 0.000, -0.016], [-0.129, -0.280, 0.061], [0.040, 0.250, 0.034], [0.017, -0.279, -0.037], [-0.759, -0.515, 0.205], [-0.035, 1.171, -0.138], [2.012, 1.212, -0.225], [-1.530, -1.884, 0.185], [-0.016, 0.101, 0.018], [0.106, 0.082, -0.043], [0.068, -0.082, 0.031], [-0.168, -0.082, -0.003], [-0.293, 0.345, 0.149], [-0.192, 0.244, 0.031], [0.573, -0.687, -0.247], [-0.183, -0.061, -0.066], [-0.109, -0.070, 0.007], [0.188, 0.134, 0.132], [0.071, -0.144, -0.008], [-0.038, 0.264, 0.317], [-0.009, 0.091, 0.045], [0.105, 0.043, 0.020], [0.157, -0.015, -0.071], [-0.084, 0.117, -0.009]]
}

***

{
  "formula": "C2H7NO2",
  "method": "ωB97M-V/def2-TZVPD",
  "largest_force_ev_per_a": 4.0,
  "gap_ev": 10.624,
  "smiles": "CC(N)=O.O",
  "e_lumo_ev": 0.7,
  "relative_energy_ev": 1.1279,
  "spin_multiplicity": 1,
  "species": ["C", "C", "N", "O", "H", "H", "H", "H", "H", "O", "H", "H"],
  "xyz": [[-1.67208, 1.50887, -1.42466], [-0.81851, 0.30366, -1.82974], [-1.53466, -0.89173, -1.90736], [0.40453, 0.45047, -1.81890], [-1.38714, 2.45734, -1.85425], [-2.79598, 1.32310, -1.57122], [-1.50031, 1.47280, -0.32603], [-2.56919, -0.89248, -2.00369], [-0.88048, -1.70498, -1.63818], [4.11286, -1.47032, 5.12241], [4.89063, -0.90088, 4.93653], [3.75034, -1.65585, 4.31509]],
  "forces_ev_per_a": [[-1.776, -1.320, 0.382], [-0.006, 1.093, 0.682], [2.326, -0.430, 0.412], [-1.601, -1.285, -0.379], [0.276, 0.028, -0.037], [1.572, 0.368, 0.094], [-0.217, 0.543, -0.591], [1.642, -0.344, 0.436], [-2.216, 1.346, -0.996], [2.284, 1.346, 3.057], [-0.812, -0.593, 0.202], [-1.473, -0.752, -3.263]]
}